C34H30O6PS6SbSiZr as an isolated structure, computed with wB97M-V/def2-TZVPD.

Geometry as ORCA input:
```
! wB97M-V def2-TZVPD RIJCOSX def2/J DEFGRID3
* xyz -2 1
Zr 1.216 -0.851 2.206
O 2.899 2.534 1.273
C 2.819 1.395 1.915
O 1.866 1.115 2.638
C 4.010 0.499 1.899
O 3.463 -0.799 2.055
C 4.188 -1.941 1.655
C 3.138 -3.061 1.438
O 3.514 -4.152 1.056
O 1.928 -2.694 1.684
H 2.062 3.009 1.411
H 4.541 0.716 2.852
H 4.630 0.597 1.008
H 4.894 -2.236 2.436
H 4.719 -1.777 0.715
S 3.899 -0.001 5.103
Sb 2.321 -1.715 4.822
S -0.636 -2.125 3.361
S 0.001 -0.462 4.413
S 2.188 -2.561 6.944
O 1.675 -0.111 0.337
Si 1.369 -0.397 -1.199
C 0.101 -1.797 -1.327
C -0.253 -2.439 -2.514
C -1.193 -3.459 -2.518
C -1.789 -3.864 -1.331
C -1.448 -3.245 -0.138
C -0.517 -2.221 -0.154
C 2.949 -0.957 -2.093
C 3.636 -0.119 -2.973
C 4.818 -0.525 -3.580
C 5.344 -1.779 -3.304
C 4.677 -2.628 -2.430
C 3.488 -2.220 -1.841
C 0.692 1.077 -2.187
C 0.345 2.285 -1.582
C -0.211 3.327 -2.313
C -0.416 3.185 -3.677
C -0.060 2.000 -4.306
C 0.486 0.962 -3.564
H 0.218 -2.143 -3.446
H -1.462 -3.941 -3.452
H -2.521 -4.663 -1.336
H -1.898 -3.541 0.802
H -0.282 -1.721 0.785
H 3.242 0.871 -3.178
H 5.329 0.139 -4.268
H 6.265 -2.100 -3.776
H 5.077 -3.609 -2.204
H 2.969 -2.903 -1.177
H 0.475 2.390 -0.513
H -0.498 4.244 -1.812
H -0.858 3.993 -4.248
H -0.208 1.884 -5.374
H 0.762 0.041 -4.069
S -2.069 3.467 3.184
P -2.392 1.986 1.938
S -0.847 0.854 1.310
C -3.115 2.641 0.374
C -3.785 3.859 0.390
C -4.329 4.375 -0.778
C -4.194 3.681 -1.973
C -3.517 2.470 -1.995
C -2.979 1.950 -0.827
C -3.689 0.827 2.517
C -4.705 0.354 1.693
C -5.559 -0.639 2.153
C -5.401 -1.161 3.429
C -4.403 -0.672 4.261
C -3.557 0.325 3.807
H -3.858 4.398 1.326
H -4.855 5.323 -0.760
H -4.606 4.092 -2.888
H -3.394 1.930 -2.927
H -2.437 1.012 -0.836
H -4.829 0.757 0.696
H -6.344 -1.017 1.508
H -6.060 -1.949 3.774
H -4.266 -1.083 5.253
H -2.777 0.718 4.446
*
```

Summary:
- Energy relative to the best compared isomer or geometry (same formula, charge and spin): 2.599 eV
- Orbital gap: 5.6 eV
- HOMO: -0.0639 Ha
- DFT total energy: -138037.801 eV
- F_max: 2.1 eV Å⁻¹

Results of the Löwdin charge analysis, in e, for atoms 1 through 2: number 1, Zr, carries 1.04; number 2, O, carries 0.18